Entry from OMol25: 2 unconnected molecules or ions with the total composition C12H17N in a non-equilibrium geometry (the ωB97M-V functional and the def2-TZVPD basis).

Calculated values
**Frontier orbital gap**: 8.75 eV
**LUMO energy**: 0.88 eV
**Energy above the lowest of the compared OMol25 structures with the same formula, charge and spin**: 1.6419 eV
**Strongest force on any atom**: 3.88 eV/Å
**Highest occupied orbital energy**: -7.875 eV
**Structure (SMILES)**: Cc1c[nH]c2ccccc12.CCC

The geometry in ORCA input format:
```
! RIJCOSX wB97M-V def2-TZVPD def2/J DEFGRID3
* xyz 0 1
C 1.04 2.84 0.08
C 0.51 -0.46 -1.49
C 0.81 0.31 -0.28
C 0.60 1.66 -0.74
C 0.05 1.64 -1.99
C 0.79 -1.85 -1.49
C 1.63 -2.34 -0.52
C 2.11 -1.51 0.50
C 1.65 -0.22 0.71
N 0.00 0.34 -2.45
H 0.27 -2.38 -2.29
H 1.95 -3.36 -0.67
H -0.25 0.07 -3.39
H 2.81 -1.94 1.21
H -0.39 2.48 -2.51
H 2.05 0.28 1.59
H 2.11 2.70 0.18
H 0.70 2.78 1.11
H 0.95 3.79 -0.47
C -3.04 -0.25 1.62
C -2.08 -1.44 1.94
C -2.44 0.89 2.58
H -3.98 -0.42 2.08
H -2.94 -0.21 0.53
H -1.92 -1.53 3.03
H -2.67 -2.36 1.81
H -3.13 1.73 2.62
H -1.42 1.04 2.16
H -1.12 -1.42 1.40
H -2.33 0.46 3.56
*
```

---

Entry from OMol25: 2 unconnected molecules or ions with the total composition C12H17N in a non-equilibrium geometry (the ωB97M-V functional and the def2-TZVPD basis).

Calculated values
**Frontier orbital gap**: 8.87 eV
**LUMO energy**: 0.96 eV
**Energy above the lowest of the compared OMol25 structures with the same formula, charge and spin**: 0.9372 eV
**Strongest force on any atom**: 1.62 eV/Å
**Highest occupied orbital energy**: -7.913 eV
**Structure (SMILES)**: Cc1c[nH]c2ccccc12.CCC

The geometry in ORCA input format:
```
! RIJCOSX wB97M-V def2-TZVPD def2/J DEFGRID3
* xyz 0 1
C 2.89 -0.03 -1.06
C 0.50 1.05 -0.94
C 1.82 0.78 -0.41
C -0.20 1.69 0.10
C 1.86 1.26 0.85
C -0.04 0.91 -2.21
C -1.49 2.11 -0.15
C -1.36 1.18 -2.40
C -2.09 1.75 -1.35
N 0.69 1.95 1.13
H 0.63 0.56 -2.99
H 3.71 -0.12 -0.37
H 3.30 0.47 -1.95
H 2.77 1.44 1.42
H 0.28 2.23 2.00
H -2.16 2.43 0.60
H -1.90 0.77 -3.25
H -3.12 2.03 -1.53
H 2.66 -1.01 -1.49
C -1.42 -1.97 1.29
C -0.68 -2.50 0.09
C -0.48 -1.36 2.35
H -2.22 -1.27 1.11
H -2.01 -2.76 1.78
H -0.37 -1.69 -0.58
H 0.55 -1.35 2.02
H -0.80 -0.40 2.74
H -1.21 -3.29 -0.45
H 0.29 -2.87 0.42
H -0.40 -1.99 3.25
*
```

---

Entry from OMol25: 2 unconnected molecules or ions with the total composition C12H17N in a non-equilibrium geometry (the ωB97M-V functional and the def2-TZVPD basis).

Calculated values
**Frontier orbital gap**: 8.79 eV
**LUMO energy**: 0.88 eV
**Energy above the lowest of the compared OMol25 structures with the same formula, charge and spin**: 1.0079 eV
**Strongest force on any atom**: 2.58 eV/Å
**Highest occupied orbital energy**: -7.908 eV
**Structure (SMILES)**: Cc1c[nH]c2ccccc12.CCC

The geometry in ORCA input format:
```
! RIJCOSX wB97M-V def2-TZVPD def2/J DEFGRID3
* xyz 0 1
C 2.91 -0.60 2.22
C -0.70 -0.93 1.30
C 0.38 -0.13 1.76
C 1.49 -1.04 1.93
C 1.07 -2.27 1.53
C -1.89 -0.32 0.86
C -2.17 1.01 1.09
C 0.09 1.21 2.07
C -1.16 1.72 1.84
N -0.24 -2.21 1.15
H -0.73 -3.05 0.93
H -2.58 -0.96 0.28
H 1.68 -3.12 1.24
H -2.96 1.49 0.56
H 0.81 1.86 2.53
H 2.98 -0.03 3.15
H 3.21 0.11 1.44
H -1.49 2.66 2.24
H 3.53 -1.49 2.20
C -0.42 1.00 -3.26
C 0.01 1.27 -1.80
C -0.80 -0.48 -3.40
H -1.33 1.61 -3.38
H 0.30 1.33 -4.02
H 0.85 0.61 -1.51
H -0.80 0.99 -1.13
H -1.24 -0.86 -2.49
H -1.20 -0.58 -4.41
H 0.30 2.28 -1.50
H 0.12 -1.07 -3.39
*
```